78
Properties=species:S:1:pos:R:3 method="wB97M-V/def2-TZVPD" e_lumo_ev=-9.482 e_above_lowest_kcal_mol=5.7 charge=+3 orbital_gap_ev=5.319
Zr 1.2463 -1.4636 0.8090
N 5.5673 -0.7653 1.7176
C 4.3450 -0.6955 2.2243
N 3.4817 -1.1044 1.2997
C 4.2851 -1.4124 0.2318
N 5.5543 -1.2168 0.4519
C 3.7393 -1.9875 -1.0012
C 4.5581 -2.4456 -2.0247
N 4.0559 -3.0585 -3.0883
C 2.7424 -3.2370 -3.1353
C 1.9028 -2.7659 -2.1349
N 2.4002 -2.1224 -1.0693
H 6.4474 -0.5430 2.1662
H 4.1231 -0.3704 3.2284
H 5.6325 -2.3170 -1.9687
H 2.3360 -3.7667 -3.9881
H 0.8328 -2.9059 -2.1799
Br 2.9548 -5.5771 3.0411
C 1.7354 -4.3478 3.7298
C 1.3204 -4.4510 5.0804
C 0.4009 -3.5860 5.6045
Br -0.1468 -3.7847 7.3798
C -0.1406 -2.5366 4.7998
C -1.1229 -1.6191 5.2056
C -1.5884 -0.6631 4.3252
C -1.0470 -0.5908 3.0474
N -0.0992 -1.4317 2.6210
C 0.3194 -2.4284 3.4749
C 1.2235 -3.3595 2.9378
O 1.5032 -3.1833 1.6084
H 1.7308 -5.2444 5.6899
H -1.5208 -1.6785 6.2110
H -2.3594 0.0368 4.6116
H -1.3774 0.1680 2.3444
Cl -3.4077 2.8886 3.1676
C -3.2142 2.4898 1.4943
C -2.0205 2.7904 0.8567
C -1.8816 2.4624 -0.4813
C -2.8966 1.8416 -1.2043
C -2.6239 1.5394 -2.6636
C -2.6978 0.0417 -3.0245
N -2.0297 -0.7540 -1.9775
C -2.6913 -1.4702 -1.0042
C -1.7604 -1.8543 -0.1020
N -0.5144 -1.3673 -0.5101
C -0.7477 -0.7013 -1.6505
O -3.4861 2.2607 -3.4882
C -2.8870 2.8378 -4.6622
C -1.6153 3.5754 -4.3651
C -1.4876 4.5988 -3.4712
Cl -2.7280 5.2995 -2.5220
S 0.1131 5.2021 -3.3767
C 0.6606 4.0502 -4.5191
C -0.3585 3.2721 -4.9731
C -4.0929 1.5813 -0.5349
Cl -5.4495 0.8893 -1.3564
C -4.2596 1.8975 0.8069
H -1.2474 3.3281 1.3888
H -0.9795 2.7553 -1.0086
H -1.5862 1.8551 -2.8318
H -2.2159 -0.1485 -3.9821
H -3.7246 -0.3016 -3.0755
H -3.7549 -1.6376 -1.0497
H -1.8837 -2.4551 0.7815
H -0.0098 -0.1871 -2.2471
H -3.6533 3.5002 -5.0596
H -2.6929 2.0640 -5.4109
H 1.6896 4.0521 -4.8428
H -0.2376 2.5182 -5.7403
H -5.2044 1.7045 1.2963
S 1.6547 3.1297 2.0997
C 1.8376 2.9249 0.4165
C 1.6115 1.6334 0.0797
N 1.3041 0.8082 1.1454
C 1.3042 1.4951 2.2750
H 2.0866 3.7488 -0.2356
H 1.6548 1.2402 -0.9268
H 1.0880 1.0559 3.2382

---

73
Properties=species:S:1:pos:R:3 method="wB97M-V/def2-TZVPD" e_lumo_ev=-2.829 charge=+1 orbital_gap_ev=8.174
C -0.8169 1.2956 4.4796
C -0.8496 0.2960 3.2744
C -1.1000 -1.1518 3.4322
C -1.0842 -2.0771 2.2934
C -0.8149 -1.4724 0.9689
C -0.7205 -2.3595 -0.3380
C 0.8255 -2.5344 -0.5952
N 1.7632 -2.2848 0.3374
C 3.0896 -2.4760 -0.1342
C 2.8578 -2.9025 -1.4910
C 4.0797 -3.2373 -2.4000
C 5.4185 -2.5237 -1.9152
O 5.3907 -1.1215 -2.1879
N 1.4741 -2.9497 -1.7545
C -0.5894 -0.0398 0.7888
C -0.6078 0.8815 1.9345
H -0.7533 2.3495 4.0966
H 0.0747 1.1473 5.1501
H -1.7254 1.1237 5.1216
H -1.2707 -1.5927 4.4409
H -1.2549 -3.1737 2.3710
H -1.2385 -3.3437 -0.2119
H -1.1960 -1.8051 -1.1964
H 1.6917 -1.9874 1.3127
H 4.0149 -2.3367 0.4538
H 4.2776 -4.3449 -2.3074
H 3.9587 -2.9560 -3.4761
H 5.6856 -2.7823 -0.8534
H 6.2320 -2.9900 -2.5472
H 5.3190 -0.5936 -1.3767
H 1.0461 -3.2374 -2.6315
H -0.3971 0.3899 -0.2223
H -0.4113 1.9782 1.8227
C -4.3754 1.5884 -0.3235
O -3.7806 2.3326 0.4450
N -5.3944 2.0142 -1.1135
N -4.0632 0.2690 -0.4492
H -5.8946 1.4210 -1.7500
H -5.6528 2.9850 -1.0465
H -3.3127 -0.0798 0.1240
H -4.5355 -0.3603 -1.0715
C -5.5405 4.9253 -3.8175
O -6.5169 4.2588 -3.5113
N -4.3298 4.7676 -3.2155
N -5.5797 5.8804 -4.7841
H -3.5145 5.3028 -3.4492
H -4.2647 4.0695 -2.4952
H -6.4586 6.0247 -5.2504
H -4.7901 6.4384 -5.0503
C 2.6283 -1.1397 4.7403
O 1.6584 -1.8120 5.0436
N 3.8380 -1.2821 5.3444
N 2.5811 -0.1825 3.7650
H 4.6475 -0.7380 5.1100
H 3.9099 -1.9770 6.0680
H 1.6986 -0.0464 3.2966
H 3.3659 0.3839 3.5000
C -7.0520 2.0549 3.6134
O -7.4491 1.7588 4.7269
N -7.8776 2.5416 2.6448
N -5.7490 1.9251 3.2401
H -7.5707 2.7911 1.7232
H -8.8478 2.6519 2.8828
H -5.1098 1.5691 3.9281
H -5.4007 2.1630 2.3279
C 8.6001 -1.6242 -5.6514
O 9.3005 -1.4280 -6.6251
N 7.9256 -2.7920 -5.4503
N 8.4218 -0.6982 -4.6700
H 7.3440 -2.9687 -4.6541
H 8.0268 -3.5082 -6.1484
H 8.8986 0.1804 -4.7752
H 7.8468 -0.8482 -3.8616

---

52
Properties=species:S:1:pos:R:3 method="wB97M-V/def2-TZVPD" e_lumo_ev="-2.566 / -2.399" spin_multiplicity=2 e_above_lowest_kcal_mol=0.0 charge=+1 orbital_gap_ev="8.882 / 9.085"
Ti -0.2482 0.2369 0.0782
O -3.3442 -4.4649 2.9751
C -2.7338 -3.8437 1.9573
O -2.3759 -4.4366 0.9820
C -2.5647 -2.3665 2.0634
C -3.5074 -1.3889 2.3094
N -2.9269 -0.2064 2.0530
N -1.6489 -0.3483 1.6777
C -1.4184 -1.6591 1.6762
C -0.0745 -2.2091 1.2332
O 0.4750 -3.0377 1.9198
O 0.3726 -1.6806 0.1276
H -3.4324 -3.8824 3.7395
H -4.5361 -1.4505 2.6248
H -3.3243 0.7135 2.1524
C -0.9518 3.5496 0.7956
Si -0.1069 3.2886 -0.8589
C -1.2456 3.7680 -2.2492
C 1.5001 4.2213 -0.9226
O 0.1848 1.6478 -0.9913
H -1.4390 4.5257 0.8391
H -0.2420 3.4914 1.6237
H -1.7374 2.8035 0.9698
H -1.5529 4.8127 -2.1661
H -2.1482 3.1528 -2.2372
H -0.7641 3.6417 -3.2209
H 1.3167 5.2980 -0.9100
H 2.0601 3.9929 -1.8317
H 2.1233 3.9875 -0.0569
C 3.9154 1.3632 -0.1934
N 3.7359 0.0402 0.3868
C 4.5647 -1.0482 0.1783
C 4.0735 -2.0690 0.9115
N 2.9700 -1.5805 1.5711
C 2.7586 -0.2972 1.2449
S 1.5105 0.7159 1.8616
H 4.4962 1.2632 -1.1066
H 4.4373 2.0161 0.5040
H 2.9398 1.7820 -0.4248
H 5.4201 -0.9933 -0.4699
H 4.4048 -3.0854 1.0177
H 2.2960 -2.1350 2.0825
C -0.4073 -1.1094 -3.1357
S -2.0401 -1.1072 -2.4115
C -2.1222 -2.8226 -1.9225
O -1.9129 -0.3179 -1.1075
H -0.4555 -1.6585 -4.0754
H 0.2969 -1.5818 -2.4504
H -0.1375 -0.0708 -3.3213
H -2.1491 -3.4302 -2.8269
H -3.0427 -2.9620 -1.3606
H -1.2617 -3.0688 -1.3048

---

22
Properties=species:S:1:pos:R:3 method="wB97M-V/def2-TZVPD" e_lumo_ev=-3.563 e_above_lowest_kcal_mol=1.7 charge=+1 orbital_gap_ev=10.099 smiles=C[C@H]1CO[C@@](C)(I)[N@@H+]1C
C -1.2400 2.0855 0.4072
C -0.8017 0.8859 -0.3758
C 0.1006 1.0535 -1.5620
O 0.7469 -0.1408 -1.6773
C 1.0838 -0.6776 -0.4624
C 1.1788 -2.3440 -0.3589
I 3.0676 0.0416 0.2062
N 0.0436 0.0147 0.5153
C -0.6834 -0.8160 1.3954
H -0.3288 2.4238 0.8922
H -1.9914 1.8055 1.1162
H -1.7144 2.9359 -0.2683
H -1.6673 0.2413 -0.7862
H -0.4119 1.1827 -2.5267
H 0.8148 1.8203 -1.4072
H 2.1629 -2.5162 -0.8420
H 0.2879 -2.7426 -0.8771
H 1.1812 -2.7960 0.5998
H 0.6564 0.6287 0.9663
H -1.3328 -1.6828 0.8404
H 0.0545 -1.2561 2.1318
H -1.2073 -0.1472 2.0732

---

35
Properties=species:S:1:pos:R:3 method="wB97M-V/def2-TZVPD" e_lumo_ev=0.494 e_above_lowest_kcal_mol=22.2 charge=0 orbital_gap_ev=10.474 smiles="C[Si](C)(C)OCC[C@@H]1CCS(=O)(=O)OC1"
C 1.8997 0.3714 2.1045
Si 2.4459 -0.1171 0.3551
C 1.8242 -1.8779 -0.0944
C 4.3615 -0.2625 0.4238
O 2.1139 1.0415 -0.8573
C 0.7942 1.5815 -0.8150
C -0.2711 0.6544 -1.4452
C -1.7342 0.9635 -0.9534
C -1.7666 0.7679 0.5870
C -2.9129 -0.0611 1.2194
S -3.2957 -1.4168 0.0440
O -1.9937 -2.0842 -0.2220
O -4.3483 -2.2932 0.5646
O -3.7537 -0.5934 -1.2948
C -2.6814 0.1543 -1.8778
H 0.8730 0.7621 2.1887
H 2.5635 1.1581 2.5047
H 1.9533 -0.5153 2.7604
H 1.6212 -1.8704 -1.1822
H 2.6039 -2.6369 0.0572
H 0.8906 -2.1290 0.4373
H 4.5963 -1.3032 0.6990
H 4.7021 0.4147 1.2219
H 4.8002 -0.0273 -0.5546
H 0.8205 2.4977 -1.4336
H 0.5638 1.9165 0.2091
H -0.1192 -0.4213 -1.2658
H -0.2866 0.8003 -2.5397
H -1.8747 2.0374 -1.1708
H -1.7913 1.7619 1.0669
H -0.8177 0.3069 0.9051
H -3.8305 0.5536 1.2277
H -2.7230 -0.4475 2.2234
H -3.1462 0.8484 -2.5957
H -2.0810 -0.5349 -2.4975